# C2H3NO3

An isolated molecule of C2H3NO3 in a non-equilibrium geometry (ωB97M-V with the def2-TZVPD basis set, the OMol25 dataset).

Last columns: bonded neighbours and bond lengths (Å).
Positions of all 9 atoms, in Å:
1 C 1.49 -0.31 -0.09  C2 1.457, N3 1.166
2 C 0.06 -0.08 -0.06  C1 1.457, O4 1.484, O5 1.399, O6 1.348
3 N 2.66 -0.32 -0.02  C1 1.166
4 O -0.24 1.23 0.57  C2 1.484, H7 0.981
5 O -0.63 -1.05 0.69  C2 1.399, H8 0.985
6 O -0.53 -0.16 -1.27  C2 1.348, H9 0.970
7 H -0.33 2.00 -0.03  O4 0.981
8 H -1.20 -0.54 1.32  O5 0.985
9 H -1.28 -0.76 -1.13  O6 0.970

## Properties
Lowest unoccupied orbital energy   0.4 eV
ΔE to the lowest compared entry with this formula, charge and spin   197.14 kJ/mol
Maximum force   3.37 eV Å⁻¹
HOMO level   -11.864 eV
SMILES   N#CC(O)(O)O

Atom charges from the Löwdin analysis, given in e for atoms 1 to 5:
1 C -0.075
2 C -0.664
3 N 0.193
4 O 0.020
5 O 0.051